No. 1
Entry from the Open Molecules 2025 dataset: a molecular structure, C52H47N9O2STi in a non-equilibrium geometry (ωB97M-V/def2-TZVPD).

Last column: Mulliken spin population.
Cartesian coordinates (Å):
Ti1 -0.114 0.037 -0.339  0.848
O1 -1.202 -4.138 0.779  0.000
C1 -1.431 -4.579 -0.480  -0.002
C2 -1.827 -5.911 -0.605  0.001
C3 -2.029 -6.462 -1.851  -0.001
C4 -1.836 -5.703 -3.008  0.000
C5 -1.462 -4.383 -2.892  -0.001
C6 -1.267 -3.790 -1.634  0.000
C7 -0.911 -2.369 -1.562  -0.012
O2 -0.800 -1.778 -0.389  -0.063
N1 -0.729 -1.715 -2.673  0.022
N2 -0.456 -0.375 -2.431  -0.040
C8 -0.400 0.273 -3.533  0.055
C9 -0.519 1.729 -3.659  -0.004
C10 -0.556 2.302 -4.921  0.007
C11 -0.873 3.645 -5.038  -0.002
C12 -1.146 4.364 -3.889  0.006
C13 -1.061 3.706 -2.673  0.006
N3 -0.752 2.420 -2.554  0.005
H1 -0.912 -3.217 0.727  0.002
H2 -1.958 -6.488 0.304  0.000
H3 -2.334 -7.499 -1.931  0.000
H4 -1.986 -6.146 -3.988  0.000
H5 -1.322 -3.768 -3.771  0.000
H6 -0.428 -0.319 -4.441  0.000
H7 -0.363 1.692 -5.797  0.000
H8 -0.920 4.119 -6.011  0.000
H9 -1.413 5.414 -3.927  0.000
H10 -1.248 4.247 -1.743  -0.001
C14 -3.740 -1.696 1.081  0.004
C15 -3.805 -1.162 -0.324  -0.014
C16 -4.635 -1.858 -1.195  0.002
C17 -4.937 -1.391 -2.462  -0.001
C18 -4.514 -0.128 -2.809  0.005
C19 -3.684 0.610 -1.970  0.009
C20 -3.490 2.063 -2.338  0.015
C21 -3.192 0.027 -0.787  0.016
N4 -1.996 0.659 -0.163  -0.092
C22 -2.057 1.807 0.446  0.144
C23 -3.370 2.455 0.745  0.003
C24 -0.784 2.460 0.879  0.043
C25 -0.918 3.736 1.651  0.001
N5 0.354 1.942 0.522  0.034
C26 1.621 2.572 0.992  0.007
C27 2.567 3.071 0.063  0.008
C28 2.465 2.992 -1.434  -0.006
C29 3.706 3.731 0.516  0.000
C30 3.966 3.904 1.856  0.000
C31 3.075 3.371 2.763  -0.001
C32 1.916 2.707 2.367  -0.007
C33 1.086 2.158 3.496  0.001
H11 -4.552 -2.412 1.221  0.000
H12 -3.865 -0.898 1.813  0.000
H13 -2.816 -2.208 1.310  -0.001
H14 -5.066 -2.793 -0.850  0.000
H15 -5.556 -1.975 -3.135  0.000
H16 -4.846 0.327 -3.738  0.000
H17 -3.212 2.185 -3.387  0.000
H18 -2.757 2.560 -1.728  -0.009
H19 -4.443 2.582 -2.196  0.000
H20 -4.184 1.819 0.406  0.002
H21 -3.460 3.429 0.257  0.001
H22 -3.471 2.616 1.824  0.003
H23 -1.555 4.436 1.102  -0.001
H24 0.043 4.201 1.828  0.001
H25 -1.403 3.555 2.613  0.000
H26 1.919 3.843 -1.827  0.000
H27 1.981 2.093 -1.773  0.003
H28 3.464 3.027 -1.864  0.000
H29 4.412 4.102 -0.223  0.000
H30 4.852 4.435 2.187  0.000
H31 3.262 3.476 3.827  0.000
H32 1.313 2.697 4.416  0.000
H33 1.327 1.108 3.668  0.000
H34 0.021 2.222 3.321  -0.001
N6 0.746 -2.349 2.958  0.000
C34 0.303 -1.811 4.177  -0.002
C35 0.669 -2.388 5.389  0.001
C36 0.187 -1.867 6.582  -0.002
C37 -0.648 -0.757 6.582  0.002
C38 -1.003 -0.169 5.376  -0.005
C39 -0.536 -0.705 4.181  0.007
S1 -1.075 -0.082 2.640  0.007
N7 0.222 -0.460 1.592  -0.027
C40 0.915 -1.629 1.795  -0.025
C41 1.758 -2.093 0.831  0.034
C42 2.506 -3.324 0.930  0.006
C43 2.899 -3.979 -0.169  -0.007
C44 2.512 -3.429 -1.459  -0.001
C45 2.018 -2.204 -1.572  0.021
N8 1.900 -1.307 -0.412  0.005
H35 1.249 -3.212 3.017  0.000
H36 1.323 -3.259 5.393  0.000
H37 0.472 -2.331 7.519  0.000
H38 -1.021 -0.349 7.514  0.000
H39 -1.665 0.695 5.353  0.000
H40 2.733 -3.743 1.908  0.000
H41 3.450 -4.910 -0.111  0.000
H42 2.612 -4.028 -2.358  0.000
H43 1.766 -1.786 -2.527  -0.004
N9 7.591 2.542 -0.311  0.000
C46 6.649 1.876 -0.314  0.000
C47 5.444 1.072 -0.335  -0.001
C48 4.874 0.630 0.854  0.001
C49 3.706 -0.110 0.833  -0.002
C50 3.087 -0.420 -0.373  0.020
C51 3.649 0.038 -1.558  -0.023
C52 4.821 0.773 -1.540  0.001
H44 5.352 0.862 1.799  0.000
H45 3.289 -0.469 1.762  -0.001
H46 3.195 -0.190 -2.510  -0.003
H47 5.262 1.110 -2.470  0.000

relative energy (zero: lowest compared OMol25 entry of this formula, charge and spin)	1.980	eV
frontier orbital gap (spin up / spin down)	5.579 / 5.544	eV
expectation value of S²	0.765
total energy	-3900.54172	Eh
total charge	+1
spin multiplicity	2


No. 2
Entry from the Open Molecules 2025 dataset: a molecular structure, C52H47N9O6P2Se2Y in a non-equilibrium geometry (ωB97M-V/def2-TZVPD).

Last column: Löwdin charge in e.
Cartesian coordinates (Å):
Y1 -0.369 -0.146 -0.293  1.352
O1 0.644 6.295 -0.039  0.067
C1 0.411 4.958 -0.042  -0.286
C2 0.256 4.234 1.136  0.061
C3 0.018 2.882 1.041  -0.166
N1 -0.042 2.261 -0.135  0.062
C4 0.080 2.961 -1.264  -0.162
C5 0.308 4.318 -1.269  0.070
C6 -0.161 2.162 -2.550  -0.610
O2 0.083 2.715 -3.615  0.037
O3 -0.635 0.990 -2.335  -0.155
C7 -0.236 2.015 2.266  -0.628
O4 0.135 2.454 3.361  0.018
O5 -0.823 0.916 2.008  -0.203
H1 0.669 6.600 0.872  0.103
H2 0.312 4.693 2.117  0.126
H3 0.386 4.848 -2.209  0.131
Se1 -4.417 -2.535 5.515  0.321
P1 -3.138 -3.685 4.305  0.530
C8 -1.836 -4.430 5.341  -0.358
C9 -0.889 -3.584 5.921  -0.100
C10 0.049 -4.091 6.802  -0.078
C11 0.044 -5.446 7.125  -0.094
C12 -0.902 -6.286 6.563  -0.087
C13 -1.845 -5.779 5.670  -0.077
C14 -3.933 -5.102 3.484  -0.379
C15 -3.186 -5.879 2.594  -0.101
C16 -3.776 -6.968 1.966  -0.084
C17 -5.109 -7.280 2.221  -0.092
C18 -5.850 -6.505 3.102  -0.074
C19 -5.261 -5.414 3.737  -0.103
C20 -2.227 -2.871 2.967  -0.389
C21 -2.422 -1.920 1.951  -0.366
N2 -1.222 -1.804 1.332  -0.119
N3 -0.370 -2.652 1.870  -0.045
N4 -0.940 -3.303 2.853  0.021
P2 -3.780 -1.042 1.113  0.663
Se2 -3.218 0.720 0.065  0.496
C22 -4.464 -2.277 -0.049  -0.348
C23 -4.992 -1.854 -1.266  -0.092
C24 -5.513 -2.784 -2.158  -0.070
C25 -5.511 -4.136 -1.841  -0.080
C26 -4.985 -4.561 -0.628  -0.069
C27 -4.461 -3.633 0.262  -0.096
C28 -5.161 -0.723 2.245  -0.342
C29 -6.022 -1.745 2.630  -0.137
C30 -7.141 -1.461 3.398  -0.113
C31 -7.402 -0.157 3.789  -0.087
C32 -6.538 0.868 3.418  -0.076
C33 -5.422 0.587 2.642  -0.101
H4 -0.891 -2.529 5.671  0.104
H5 0.789 -3.430 7.241  0.102
H6 0.778 -5.842 7.819  0.098
H7 -0.911 -7.341 6.812  0.099
H8 -2.583 -6.441 5.237  0.100
H9 -2.151 -5.622 2.393  0.110
H10 -3.198 -7.567 1.272  0.107
H11 -5.568 -8.129 1.727  0.102
H12 -6.889 -6.746 3.294  0.102
H13 -5.820 -4.794 4.431  0.063
H14 -4.965 -0.804 -1.522  0.061
H15 -5.907 -2.450 -3.111  0.104
H16 -5.904 -4.860 -2.547  0.101
H17 -4.968 -5.614 -0.370  0.094
H18 -4.013 -3.976 1.183  0.074
H19 -5.837 -2.767 2.328  0.089
H20 -7.800 -2.267 3.701  0.105
H21 -8.281 0.063 4.386  0.101
H22 -6.738 1.889 3.724  0.103
H23 -4.751 1.379 2.334  0.064
N5 2.016 -0.161 -1.168  0.038
C34 2.149 -0.352 -2.575  -0.249
C35 2.832 0.606 -3.316  -0.045
C36 2.961 0.496 -4.690  -0.095
C37 2.409 -0.600 -5.333  -0.095
C38 1.725 -1.552 -4.590  -0.036
C39 1.573 -1.461 -3.203  -0.122
C40 0.729 -2.500 -2.511  -0.205
C41 0.889 -3.819 -2.957  -0.074
C42 -0.011 -4.814 -2.599  -0.131
C43 -1.100 -4.474 -1.806  -0.112
C44 -1.199 -3.178 -1.309  -0.148
C45 -0.279 -2.145 -1.578  -0.168
H24 2.518 0.656 -0.861  0.080
H25 2.337 -0.957 -0.613  0.038
H26 3.247 1.467 -2.799  0.112
H27 3.476 1.267 -5.251  0.098
H28 2.481 -0.700 -6.411  0.093
H29 1.253 -2.382 -5.103  0.107
H30 1.723 -4.066 -3.605  0.104
H31 0.119 -5.828 -2.963  0.092
H32 -1.861 -5.209 -1.560  0.087
H33 -2.061 -2.973 -0.693  0.044
C46 4.336 0.448 2.089  -0.071
N6 3.266 0.057 2.981  0.031
C47 1.973 -0.080 2.572  -0.575
N7 1.068 -0.401 3.532  0.183
O6 1.671 0.071 1.377  -0.075
H34 4.826 1.356 2.441  0.078
H35 3.904 0.640 1.113  0.067
H36 5.082 -0.343 1.986  0.073
H37 3.470 -0.070 3.953  0.128
H38 1.306 -0.132 4.472  0.102
H39 0.130 -0.114 3.253  0.066
C48 1.740 -5.876 0.339  -0.014
C49 2.569 -4.635 0.222  -0.305
C50 3.817 -4.408 -0.323  -0.002
C51 4.027 -3.013 -0.202  -0.351
N8 2.993 -2.442 0.401  0.067
N9 2.123 -3.443 0.636  0.057
C52 5.194 -2.192 -0.653  -0.038
H40 2.378 -6.757 0.397  0.073
H41 1.084 -5.974 -0.528  0.053
H42 1.110 -5.841 1.233  0.077
H43 4.472 -5.142 -0.775  0.100
H44 1.233 -3.217 1.085  0.091
H45 6.133 -2.608 -0.282  0.071
H46 5.094 -1.173 -0.279  0.052
H47 5.251 -2.149 -1.743  0.076

relative energy (zero: lowest compared OMol25 entry of this formula, charge and spin)	0.556	eV
frontier orbital gap	7.442	eV
total energy	-8478.33442	Eh
total charge	-1


Q: Which of these has the highest total charge?
A: C52H47N9O2STi